# 1
Below is a 2-piece molecular cluster, CH3NOS2 overall at a distorted geometry, with properties calculated with the ωB97M-V functional and the def2-TZVPD basis.

Calculated values
energy = -26290.381 eV
energy above the lowest of the compared OMol25 structures with the same formula, charge and spin = 59.7 kcal/mol

Positions of all 8 atoms, in Å:
S: 0.3139 2.5785 0.3610
H: -1.7925 -0.4578 -0.1960
O: 1.0138 0.0412 0.2272
C: 1.2392 1.2205 0.1998
N: -1.2017 -1.2326 -0.2031
H: -0.1895 -0.8778 -0.2538
H: 2.1980 1.5172 -0.0738
S: -1.5812 -2.7891 -0.0613

# 2
Below is a single CH2NP molecule at a distorted geometry, with properties calculated with the ωB97M-V functional and the def2-TZVPD basis.

Calculated values
energy = -11846.953 eV
SMILES = N#CP
energy above the lowest of the compared OMol25 structures with the same formula, charge and spin = 4.4 kcal/mol

Positions of all 5 atoms, in Å:
P: -0.7356 -0.6719 0.2046
H: -0.5924 -0.2297 -1.1499
N: 1.9626 0.3512 0.1262
H: -1.4917 0.4307 0.5960
C: 0.8570 0.1196 0.2231

# 3
Below is a single C3H9N5O molecule at a distorted geometry, with properties calculated with the ωB97M-V functional and the def2-TZVPD basis.

Calculated values
energy = -12752.210 eV
SMILES = [H]/N=C(/N)[C@@H](N)/C(=N\[H])NO
energy above the lowest of the compared OMol25 structures with the same formula, charge and spin = 57.2 kcal/mol

Positions of all 18 atoms, in Å:
H: 0.2535 1.6207 -0.8809
N: -1.8174 0.6239 -1.6020
H: -1.4087 -1.1424 0.7403
H: 0.9934 1.6203 1.4809
N: 0.2910 0.8881 1.1634
N: 0.9742 -1.5996 0.0523
N: 2.3541 -0.2482 -1.1915
N: -1.9036 -0.2794 0.5311
C: 1.2542 -0.3087 -0.4858
H: -0.5749 1.2085 1.5657
H: 2.4066 0.7720 -1.5564
H: -1.1649 0.9928 -2.2624
C: 0.1747 0.7750 -0.2103
H: 1.8904 -2.0716 0.0419
H: -2.9138 -0.4198 0.2533
C: -1.2420 0.3818 -0.5101
H: 0.2647 -0.9679 1.6230
O: 0.1687 -1.8456 1.2475

# 4
Below is C24H32Cl4N2O5P2Ru as an isolated structure at a distorted geometry, with properties calculated with the ωB97M-V functional and the def2-TZVPD basis.

Calculated values
energy = -109868.703 eV
multiplicity = 2
net charge = +1
energy above the lowest of the compared OMol25 structures with the same formula, charge and spin = 75.9 kcal/mol

Positions of all 70 atoms, in Å:
H: -3.1397 1.3885 3.1154
C: -1.2366 2.5682 0.5658
H: -4.6003 -0.3920 -0.6960
H: -0.5753 4.4234 -1.6590
H: 0.2419 3.3885 -2.8549
Cl: 0.8652 -4.9323 -0.2973
C: -0.6861 3.6714 1.2067
H: -4.3942 1.3670 -0.6072
P: -2.5563 0.1701 0.4244
H: 3.8319 -0.7094 -1.4948
H: 3.8276 3.7783 -3.0537
H: -0.5719 4.8125 3.0231
H: 0.0203 4.3122 0.6904
O: 0.2659 -0.7110 1.2150
C: 1.3391 -1.3101 1.3943
Cl: -4.9906 -2.9837 -1.4906
H: 0.9956 3.6358 -1.2727
Cl: -4.4866 -5.8502 -0.3328
H: 3.2971 -0.9407 0.6482
H: -3.0795 3.1564 -1.4972
C: -0.9456 -3.1514 -1.1951
H: 5.3576 3.4400 -2.2255
H: 3.8715 3.6327 -1.2866
O: 2.2951 1.9309 -0.8658
H: -2.2044 3.3867 4.2265
N: 4.0550 1.8102 -2.2877
H: -4.8682 0.4592 0.8466
H: 2.5659 -0.5192 -2.7084
H: 5.6451 1.6189 -3.6212
H: -3.0648 1.4645 -2.0764
C: 4.7682 1.0539 -3.3247
O: -2.4563 -1.4772 -1.8187
C: -3.3967 -3.5606 -1.1755
C: -3.1702 -4.8118 -0.6702
C: -2.5012 2.3903 -2.0147
C: 2.3748 -1.4071 0.2965
C: -2.0860 1.7215 1.2675
C: 2.8704 -0.2421 -1.7003
N: 1.6402 -1.8720 2.5648
H: -1.6988 -1.2338 2.1648
H: 3.4569 -2.2083 3.5672
H: -3.0326 -2.0029 1.2775
H: 3.4291 -2.7919 1.8971
C: -4.2743 0.4343 -0.0648
C: 0.7383 -1.7267 3.7099
C: 0.0428 3.5370 -1.7922
O: -0.0070 -2.3627 -1.4982
Cl: -1.5788 -6.8209 0.2704
H: 4.1527 0.8954 -4.2141
H: 2.5484 -3.6664 3.1467
P: -0.8907 2.1182 -1.1744
C: -1.9247 3.1560 3.2047
C: -0.7568 -4.4497 -0.6436
C: -2.3098 -2.6715 -1.4380
H: 0.0479 -0.9105 3.5332
C: 3.0355 1.2753 -1.5790
H: 5.1077 0.0856 -2.9605
Ru: -0.5903 -0.2158 -0.8486
H: 0.1773 -2.6494 3.8800
O: 1.8786 -0.7388 -0.8253
C: -1.0202 3.9585 2.5272
H: 2.5568 -2.4528 0.0559
C: -1.8250 -5.2623 -0.3905
H: 1.3313 -1.5086 4.5973
C: 2.8386 -2.6738 2.7993
H: -2.3095 2.7281 -3.0357
C: 4.2872 3.2519 -2.2128
H: -3.3956 -0.7652 2.4874
C: -2.6791 -1.0717 1.7281
C: -2.4537 2.0331 2.5725

# 5
Below is a single C4H6O molecule, with properties calculated with the ωB97M-V functional and the def2-TZVPD basis.

Calculated values
energy = -6287.517 eV
energy above the lowest of the compared OMol25 structures with the same formula, charge and spin = 101.5 kcal/mol

Positions of all 11 atoms, in Å:
H: 1.5463 -0.1388 -0.5848
C: -0.4988 -1.3821 1.9382
H: 1.2061 -1.5875 1.0702
H: -0.8133 -0.2501 -1.7596
C: 0.3723 -0.8695 0.9729
O: -0.0105 1.5777 -1.7501
C: -0.5047 0.4839 -1.0042
H: 0.2214 2.2798 -1.1308
C: 0.5539 -0.1330 -0.1390
H: -1.4056 0.7428 -0.4250
H: -0.6671 -0.7233 2.8121